Here is C36H92F6N7O12Ti as an isolated structure in a non-equilibrium geometry from the OMol25 dataset. Energies are from the ωB97M-V functional and the def2-TZVPD basis.

- HOMO-LUMO gap (spin up / spin down): 4.127 / 8.762 eV
- LUMO level (spin up / spin down): 0.013 / 0.012 Ha
- Total charge: 0
- Energy above the lowest of the compared OMol25 structures with the same formula, charge and spin: 2.0019 eV
- Spin multiplicity: 4
- Energy: -113235.619 eV

Cartesian coordinates (Å):
1 Ti 16.64 -8.11 -1.30
2 O 15.44 -11.02 1.00
3 H 15.90 -10.86 1.84
4 H 15.03 -10.19 0.72
5 H 16.17 -11.09 0.38
6 C 14.21 -7.27 0.50
7 O 14.56 -6.59 -0.71
8 O 14.98 -8.44 0.44
9 C 14.00 -6.32 1.80
10 F 13.18 -6.87 2.70
11 F 15.24 -6.05 2.24
12 F 13.55 -5.12 1.43
13 C 13.66 -5.71 -1.41
14 C 14.44 -5.25 -2.65
15 H 13.76 -4.93 -3.44
16 H 15.12 -4.42 -2.45
17 H 15.21 -5.95 -2.98
18 H 13.32 -4.86 -0.82
19 H 12.78 -6.27 -1.75
20 H 13.18 -7.50 0.22
21 C 17.77 -11.83 -1.46
22 O 17.59 -12.56 -0.22
23 O 16.98 -10.69 -1.33
24 C 19.29 -11.62 -1.73
25 F 20.00 -10.91 -0.90
26 F 19.92 -12.80 -1.76
27 F 19.56 -11.07 -2.94
28 C 17.37 -13.97 -0.32
29 C 17.26 -14.53 1.07
30 H 16.95 -15.58 1.10
31 H 18.19 -14.40 1.63
32 H 16.43 -14.00 1.52
33 H 18.18 -14.53 -0.79
34 H 16.44 -14.27 -0.80
35 H 17.31 -12.44 -2.24
36 C 15.68 -9.59 -4.57
37 C 14.58 -10.71 -4.33
38 C 13.13 -10.33 -4.58
39 O 12.53 -9.45 -3.68
40 C 12.77 -9.86 -2.30
41 N 14.97 -11.77 -5.26
42 H 15.63 -9.24 -5.60
43 H 16.63 -10.09 -4.41
44 H 15.51 -8.82 -3.81
45 H 14.76 -11.18 -3.37
46 H 12.50 -11.22 -4.52
47 H 13.03 -9.95 -5.59
48 H 13.83 -9.88 -2.03
49 H 12.35 -10.83 -2.08
50 H 12.36 -9.20 -1.54
51 H 14.78 -12.70 -4.91
52 H 15.98 -11.78 -5.18
53 C 13.83 -14.02 -1.55
54 C 13.48 -14.32 -0.04
55 C 12.21 -13.62 0.33
56 O 12.40 -12.22 0.25
57 C 11.34 -11.42 0.88
58 N 13.40 -15.75 0.17
59 H 14.63 -14.61 -2.00
60 H 14.18 -12.99 -1.61
61 H 12.98 -14.15 -2.23
62 H 14.32 -13.94 0.56
63 H 11.87 -13.93 1.31
64 H 11.37 -13.83 -0.33
65 H 10.40 -11.70 0.41
66 H 11.55 -10.35 0.91
67 H 11.35 -11.69 1.94
68 H 14.26 -16.23 -0.05
69 H 13.35 -15.89 1.17
70 C 14.18 -14.73 3.77
71 C 13.59 -15.43 5.08
72 C 14.48 -15.14 6.35
73 O 15.74 -15.77 6.19
74 C 16.60 -15.46 7.31
75 N 12.25 -14.88 5.26
76 H 14.37 -13.68 3.99
77 H 13.51 -14.87 2.92
78 H 15.15 -15.11 3.49
79 H 13.41 -16.49 4.91
80 H 13.97 -15.49 7.24
81 H 14.71 -14.07 6.35
82 H 16.13 -15.69 8.27
83 H 16.86 -14.41 7.24
84 H 17.47 -16.10 7.12
85 H 12.15 -13.89 5.39
86 H 11.71 -14.93 4.40
87 C 20.58 -9.69 3.08
88 C 21.34 -10.84 2.45
89 C 22.46 -11.50 3.33
90 O 23.41 -10.54 3.76
91 C 24.22 -10.07 2.69
92 N 20.36 -11.79 2.11
93 H 21.44 -9.04 3.21
94 H 20.10 -9.97 4.02
95 H 19.94 -9.26 2.31
96 H 21.80 -10.60 1.49
97 H 23.01 -12.35 2.93
98 H 21.95 -11.86 4.23
99 H 23.86 -9.07 2.44
100 H 24.18 -10.77 1.86
101 H 25.28 -9.86 2.86
102 H 19.85 -11.46 1.30
103 H 20.81 -12.54 1.60
104 C 18.14 -11.97 4.98
105 C 17.02 -11.66 3.90
106 C 15.71 -11.16 4.52
107 O 14.80 -10.96 3.47
108 C 13.73 -10.11 3.88
109 N 17.56 -10.75 2.90
110 H 19.10 -12.21 4.52
111 H 17.85 -12.90 5.47
112 H 18.26 -11.13 5.67
113 H 16.95 -12.60 3.35
114 H 15.82 -10.22 5.05
115 H 15.24 -11.80 5.26
116 H 13.33 -10.49 4.82
117 H 12.89 -10.25 3.20
118 H 13.92 -9.08 4.18
119 H 18.50 -11.08 2.81
120 H 17.73 -9.86 3.36
121 C 20.30 -6.33 -3.50
122 C 19.36 -7.04 -2.51
123 C 19.11 -6.24 -1.19
124 O 18.30 -6.90 -0.27
125 C 18.61 -6.62 1.08
126 N 17.99 -7.11 -3.12
127 H 20.59 -6.98 -4.32
128 H 21.23 -6.04 -3.02
129 H 19.86 -5.43 -3.93
130 H 19.69 -8.04 -2.24
131 H 18.81 -5.21 -1.39
132 H 20.11 -6.07 -0.78
133 H 18.20 -7.45 1.66
134 H 18.26 -5.66 1.44
135 H 19.66 -6.82 1.30
136 H 17.67 -6.23 -3.50
137 H 18.10 -7.69 -3.94
138 C 20.23 -6.52 4.88
139 C 19.21 -6.97 5.91
140 C 18.49 -8.35 5.68
141 O 17.96 -8.45 4.37
142 C 16.91 -7.53 4.03
143 N 19.87 -6.81 7.15
144 H 19.67 -6.33 3.96
145 H 20.99 -7.28 4.70
146 H 20.68 -5.56 5.10
147 H 18.42 -6.21 5.91
148 H 17.68 -8.44 6.41
149 H 19.21 -9.09 6.01
150 H 17.33 -6.53 4.01
151 H 16.14 -7.49 4.79
152 H 16.47 -7.81 3.07
153 H 20.64 -7.45 7.23
154 H 19.25 -7.10 7.90